[1]
ORCA calculation (ωB97M-V/def2-TZVPD) on an isolated molecule of C11H9BN2O6 in a non-equilibrium geometry.

```
29
Properties=species:S:1:pos:R:3
O 0.70119 -2.72706 0.69309
C 0.83471 -1.83322 -0.05719
N -0.13533 -0.83404 -0.30417
C -1.12009 -0.33946 0.57810
C -1.73445 -1.23454 1.49519
C -2.59961 -0.75170 2.44024
C -3.00054 0.59630 2.41970
C -2.46161 1.44235 1.47833
B -2.69304 3.01738 1.23516
O -1.84196 3.66517 0.25298
O -3.61548 3.67717 2.12770
C -1.49388 1.01030 0.57584
C 2.01653 -1.71973 -0.91977
C 3.19936 -2.31768 -0.66225
C 4.01303 -1.85799 -1.71332
C 3.32325 -0.86133 -2.42244
N 3.62140 -0.48402 -3.78111
O 3.48314 0.71202 -4.06127
O 4.00029 -1.37237 -4.58085
O 2.08208 -0.70479 -1.86964
H 0.13778 -0.14220 -0.94573
H -1.41870 -2.24879 1.57564
H -3.21037 -1.40893 3.08791
H -3.81440 1.06827 3.02206
H -2.09306 4.58514 0.08781
H -3.66139 4.65482 2.22166
H -1.05506 1.69374 -0.11195
H 3.51818 -3.07873 0.10698
H 5.01804 -2.20609 -1.96870
```

Highest occupied orbital energy ... -0.3155 hartree
LUMO energy ... -1.058 eV
Structure (SMILES) ... O=C(Nc1cccc(B(O)O)c1)c1ccc([N+](=O)[O-])o1
ΔE to the lowest compared entry with this formula, charge and spin ... 0.840 eV
Gap between HOMO and LUMO ... 7.526 eV

[2]
ORCA calculation (ωB97M-V/def2-TZVPD) on a structure of composition C16H20N3O4S3W in a non-equilibrium geometry.

```
47
Properties=species:S:1:pos:R:3
W 0.31388 -0.67525 -0.25931
C -1.08735 -2.86748 1.95491
O -1.26809 -1.52134 1.47486
C -1.85950 -0.68973 2.47644
C -2.24758 0.58098 1.80226
O -1.08674 1.17921 1.24073
C -0.49768 2.24598 1.99740
C 0.78632 1.81338 2.63599
O 1.58486 1.32848 1.58179
C 2.95485 1.19394 1.94241
H -2.03246 -3.22289 2.36164
H -0.80150 -3.49597 1.12079
H -0.31323 -2.88120 2.72485
H -2.74335 -1.19149 2.87496
H -1.14785 -0.52405 3.28998
H -2.91780 0.35172 0.97353
H -2.75017 1.26421 2.48643
H -0.28334 3.04758 1.29182
H -1.20557 2.61079 2.74279
H 1.26191 2.67549 3.11551
H 0.63318 1.03630 3.39430
H 3.34930 2.16042 2.26036
H 3.08103 0.46432 2.74663
H 3.49934 0.85644 1.06500
O -1.00980 0.51174 -1.30582
N -0.76094 1.57996 -2.04955
C -1.80589 2.20367 -2.63948
C -1.57505 3.27954 -3.44538
C -0.25689 3.70528 -3.64936
C 0.78109 3.04769 -3.03589
C 0.51879 1.95370 -2.20589
S 1.71889 1.07999 -1.35072
H -2.77571 1.78192 -2.42623
H -2.41069 3.77566 -3.91587
H -0.05350 4.54872 -4.29586
H 1.80946 3.34800 -3.17749
S 1.74486 -1.71586 0.97272
C 0.38540 -2.93555 -1.68499
S -1.18929 -2.35647 -1.24519
C 0.81635 -4.20591 -1.54020
C -0.05537 -5.21836 -1.01383
N -0.78614 -5.97909 -0.55464
C 2.18738 -4.52682 -1.82761
N 3.29773 -4.75452 -2.02375
C 1.16577 -1.73472 -1.98259
H 0.79272 -1.25185 -2.87865
H 2.23834 -1.87655 -2.01981
```

Highest occupied orbital energy ... -0.4229 hartree
LUMO energy ... -5.099 eV
Total charge ... +1
ΔE to the lowest compared entry with this formula, charge and spin ... 1.133 eV
Gap between HOMO and LUMO ... 6.408 eV

[3]
ORCA calculation (ωB97M-V/def2-TZVPD) on a cluster of 2 separate species, C4H9N in total in a non-equilibrium geometry.

```
14
Properties=species:S:1:pos:R:3
C -1.97472 0.09425 -0.83216
N -0.57537 0.17267 -0.47463
C -0.04762 1.00474 0.60158
C 0.32243 1.31320 -0.58882
H -2.66542 0.93774 -0.66375
H -1.98222 -0.17186 -1.89208
H -2.33217 -0.77226 -0.26386
H -0.02538 0.97269 1.67717
H 0.80887 1.95299 -1.28962
C 1.68749 -1.09215 0.75023
H 2.51113 -0.62189 1.29157
H 0.88418 -1.31209 1.47121
H 1.99335 -2.03015 0.29923
H 1.39545 -0.44786 -0.08606
```

Highest occupied orbital energy ... -0.2826 hartree
LUMO energy ... 1.113 eV
Structure (SMILES) ... CN1C=C1.C
ΔE to the lowest compared entry with this formula, charge and spin ... 4.564 eV
Gap between HOMO and LUMO ... 8.802 eV

[4]
ORCA calculation (ωB97M-V/def2-TZVPD) on an isolated molecule of C2H2ClFO2 in a non-equilibrium geometry.

```
8
Properties=species:S:1:pos:R:3
O -1.53706 -1.38612 1.04020
C -1.57008 -0.49136 0.25718
Cl -2.99696 0.13402 -0.37169
C -0.36414 0.39343 -0.11549
O 0.77690 -0.25274 0.15786
F -0.76606 1.54285 0.89596
H -0.51124 0.91103 -1.09998
H 0.66326 -1.12792 0.60166
```

Highest occupied orbital energy ... -0.4228 hartree
LUMO energy ... 0.085 eV
Structure (SMILES) ... O=C(Cl)[C@H](O)F
ΔE to the lowest compared entry with this formula, charge and spin ... 0.847 eV
Gap between HOMO and LUMO ... 11.590 eV

[5]
ORCA calculation (ωB97M-V/def2-TZVPD) on a structure of composition C5H12N2O in a non-equilibrium geometry.

```
20
Properties=species:S:1:pos:R:3
C 0.47853 -0.34719 -0.03203
C 0.43357 -1.41523 1.06603
C -2.16576 -0.11588 0.28053
N 0.62106 1.01537 0.50188
C -0.98374 -0.08202 -0.64145
N 2.09791 1.51746 0.02351
C -1.08753 0.07680 -1.95188
O 1.42572 -0.62641 -0.94922
H 2.08744 0.44549 -0.92248
H 0.56820 0.99566 1.51911
H 2.04619 2.52762 -0.03803
H 2.85667 1.26609 0.65617
H 0.09175 -2.35318 0.63428
H 1.44577 -1.55802 1.44315
H -0.22403 -1.14059 1.88909
H -2.29824 -1.10923 0.71120
H -3.07304 0.14351 -0.26298
H -2.04166 0.58919 1.10210
H -2.05293 0.16531 -2.43009
H -0.22588 0.00525 -2.59889
```

Highest occupied orbital energy ... -0.3178 hartree
LUMO energy ... 0.630 eV
ΔE to the lowest compared entry with this formula, charge and spin ... 4.162 eV
Gap between HOMO and LUMO ... 9.279 eV

[6]
ORCA calculation (ωB97M-V/def2-TZVPD) on a cluster of 2 separate species, C11H15N in total in a non-equilibrium geometry.

```
27
Properties=species:S:1:pos:R:3
C -3.10395 1.29686 -1.70076
C -2.40552 0.46838 -0.65718
C -2.79031 -0.76415 -0.26302
N -1.93418 -1.23512 0.75386
C -0.96659 -0.25943 1.02235
C 0.01896 -0.07099 1.98108
C 0.81663 1.10427 1.82401
C 0.52983 2.08470 0.89290
C -0.46088 1.92247 -0.05178
C -1.26921 0.80540 0.13998
H -3.96323 1.87024 -1.30526
H -3.47630 0.63317 -2.49930
H -2.39788 2.04370 -2.24070
H -3.51796 -1.35254 -0.75544
H -1.98668 -2.03845 1.34820
H 0.28429 -0.84302 2.69388
H 1.59579 1.18958 2.57424
H 1.02925 2.98245 0.93690
H -0.65177 2.48609 -0.97178
C 3.44448 -1.64792 0.19374
C 2.79808 -1.41832 -1.17442
H 3.94766 -0.73421 0.56111
H 2.63213 -1.79032 0.91901
H 4.13176 -2.46444 0.37660
H 2.23013 -2.32675 -1.45304
H 3.52392 -1.22330 -1.97761
H 1.94152 -0.71836 -1.16757
```

Highest occupied orbital energy ... -0.2866 hartree
LUMO energy ... 0.942 eV
Structure (SMILES) ... Cc1c[nH]c2ccccc12.CC
ΔE to the lowest compared entry with this formula, charge and spin ... 1.014 eV
Gap between HOMO and LUMO ... 8.740 eV